No. 1
A molecular structure, C25H20CoN4STe. Source: the Open Molecules 2025 dataset; level of theory: wB97M-V/def2-TZVPD.

Geometry as XYZ:
```
52
C25H20CoN4STe wB97M-V/def2-TZVPD
Co -0.478 -0.111 -0.558
N -0.008 3.724 0.793
C -1.181 4.328 1.329
C -1.088 5.589 1.889
C -2.220 6.190 2.425
C -3.432 5.522 2.404
C -3.520 4.253 1.846
C -2.395 3.660 1.303
S -2.560 2.062 0.560
N -0.931 1.654 0.224
C 0.074 2.475 0.336
C 1.412 1.959 -0.105
C 2.583 2.689 -0.043
C 3.761 2.112 -0.507
C 3.734 0.830 -1.020
C 2.524 0.155 -1.046
N 1.397 0.704 -0.595
H 0.828 4.282 0.836
H -0.135 6.105 1.909
H -2.146 7.177 2.859
H -4.316 5.983 2.822
H -4.469 3.731 1.833
H 2.616 3.693 0.354
H 4.687 2.670 -0.466
H 4.627 0.352 -1.395
H 2.447 -0.849 -1.446
N -0.668 -2.782 1.166
C -0.622 -1.840 0.515
H -0.727 -3.628 1.709
Te -1.167 0.106 -3.092
C 0.370 -1.141 -3.814
C 1.171 -0.672 -4.847
C 2.201 -1.473 -5.326
C 2.422 -2.727 -4.778
C 1.615 -3.192 -3.746
C 0.588 -2.398 -3.257
C -2.837 -1.107 -3.471
C -3.640 -0.771 -4.554
C -4.737 -1.567 -4.852
C -5.023 -2.680 -4.076
C -4.218 -3.005 -2.992
C -3.121 -2.217 -2.683
H 0.995 0.301 -5.288
H 2.821 -1.118 -6.138
H 3.217 -3.351 -5.162
H 1.779 -4.178 -3.330
H -0.056 -2.776 -2.471
H -3.421 0.095 -5.164
H -5.368 -1.315 -5.694
H -5.878 -3.297 -4.314
H -4.447 -3.872 -2.387
H -2.498 -2.471 -1.833
```

Results
2S+1   4
F_max   0.33 eV/A
Gap between HOMO and LUMO (alpha / beta)   6.81 / 6.03 eV
Lowest unoccupied orbital energy (alpha / beta)   -0.2338 / -0.2628 Eh
Charge   +2
HOMO energy (alpha / beta)   -13.169 / -13.181 eV


No. 2
A molecular structure, C25H20F3MnN4O7S3. Source: the Open Molecules 2025 dataset; level of theory: wB97M-V/def2-TZVPD.

Geometry as XYZ:
```
63
C25H20F3MnN4O7S3 wB97M-V/def2-TZVPD
Mn 0.418 -0.626 0.626
O 0.707 0.130 2.450
S 1.168 -1.185 3.016
O 0.827 -1.443 4.359
O 0.617 -2.118 1.985
C 2.933 -1.258 2.852
C 3.627 -1.530 4.015
C 5.014 -1.653 3.996
C 5.702 -1.507 2.810
C 5.011 -1.232 1.632
C 3.635 -1.105 1.640
S 2.902 -0.725 0.068
O 3.925 -0.649 -0.899
O 2.054 0.492 0.278
O 1.832 -1.749 -0.200
H 3.077 -1.652 4.938
H 5.542 -1.866 4.915
H 6.778 -1.604 2.783
H 5.544 -1.114 0.700
F -2.612 2.757 -1.571
C -1.526 2.734 -2.369
F -1.898 3.162 -3.580
F -0.639 3.611 -1.871
C -0.934 1.353 -2.433
C -0.761 0.689 -3.639
C -0.178 -0.587 -3.635
C 0.182 -1.128 -2.441
N -0.038 -0.443 -1.295
C -0.535 0.710 -1.274
S -0.468 1.226 0.385
H -1.071 1.150 -4.565
H -0.030 -1.138 -4.551
H 0.655 -2.097 -2.360
C -2.591 -0.102 -7.799
C -2.836 -0.585 -6.395
C -3.487 0.214 -5.460
C -3.759 -0.253 -4.183
C -3.370 -1.533 -3.804
N -3.598 -1.925 -2.464
C -3.825 -3.206 -2.024
O -3.846 -4.193 -2.717
N -4.060 -3.270 -0.642
C -3.443 -2.438 0.298
C -4.102 -2.043 1.454
C -3.452 -1.194 2.340
C -2.184 -0.749 2.038
N -1.542 -1.151 0.934
C -2.145 -2.003 0.107
C -2.723 -2.349 -4.724
C -2.466 -1.869 -6.000
H -2.585 0.986 -7.850
H -3.376 -0.458 -8.469
H -1.641 -0.470 -8.187
H -3.812 1.209 -5.739
H -4.296 0.379 -3.481
H -3.919 -1.188 -1.854
H -4.311 -4.201 -0.345
H -5.111 -2.387 1.646
H -3.932 -0.864 3.250
H -1.656 -0.063 2.683
H -1.580 -2.348 -0.749
H -2.437 -3.355 -4.452
H -1.971 -2.520 -6.713
```

Results
2S+1   2
F_max   4.47 eV/A
Gap between HOMO and LUMO (alpha / beta)   5.51 / 6.02 eV
Lowest unoccupied orbital energy (alpha / beta)   -0.2025 / -0.1836 Eh
Charge   +1
HOMO energy (alpha / beta)   -11.016 / -11.016 eV


No. 3
3 unconnected molecules or ions with the total composition C25H20FO11P. Source: the Open Molecules 2025 dataset; level of theory: wB97M-V/def2-TZVPD.

Geometry as XYZ:
```
58
C25H20FO11P wB97M-V/def2-TZVPD
O -1.089 -0.935 -1.347
P -0.263 -0.463 -2.527
C -1.208 0.960 -3.278
C -2.146 0.650 -4.207
C -2.983 1.831 -4.806
O -3.365 1.840 -5.943
C -3.292 2.975 -3.785
C -4.556 3.690 -3.786
C -5.668 3.355 -4.846
C -6.178 1.875 -4.535
C -6.214 1.532 -3.004
F -6.901 2.513 -2.242
C -4.756 4.708 -2.766
C -3.742 5.022 -1.783
C -2.458 4.316 -1.767
C -2.266 3.305 -2.771
C -0.965 2.445 -2.842
O 0.134 2.867 -2.620
H -0.222 -1.529 -3.470
H 1.003 -0.088 -2.004
H -2.312 -0.416 -4.484
H -6.519 4.080 -4.797
H -5.205 3.404 -5.859
H -7.248 1.847 -4.884
H -5.555 1.111 -5.072
H -5.211 1.279 -2.582
H -6.835 0.595 -2.912
H -5.713 5.278 -2.684
H -3.930 5.785 -0.999
H -1.666 4.531 -1.019
C -0.303 -0.953 2.142
C -0.638 -1.715 3.187
C 0.391 -2.233 4.137
O 0.041 -2.907 5.087
C 1.795 -1.906 3.880
C 2.134 -1.145 2.829
C 1.094 -0.605 1.896
O 1.437 0.097 0.964
O 3.420 -0.818 2.549
O -1.917 -2.051 3.434
H -1.039 -0.570 1.447
H 2.525 -2.302 4.568
H 3.360 -0.263 1.746
H -1.892 -2.600 4.241
C 7.050 -4.850 3.756
C 8.112 -4.221 4.270
C 8.051 -2.781 4.670
O 9.038 -2.255 5.151
C 6.797 -2.063 4.459
C 5.734 -2.691 3.942
C 5.788 -4.137 3.567
O 4.792 -4.673 3.116
O 4.569 -2.051 3.735
O 9.285 -4.853 4.452
H 7.081 -5.891 3.465
H 6.771 -1.018 4.736
H 3.971 -2.725 3.358
H 9.886 -4.184 4.835
```

Results
F_max   3.99 eV/A
Gap between HOMO and LUMO   8.12 eV
Lowest unoccupied orbital energy   -0.0536 Eh
Charge   0
SMILES   O=[PH2]C1=CC(=O)c2c(CCCF)cccc2C1=O.O=C1C=C(O)C(=O)C=C1O.O=C1C=C(O)C(=O)C=C1O
HOMO energy   -9.576 eV


No. 4
A molecular structure, C25H20N4O2PtS4. Source: the Open Molecules 2025 dataset; level of theory: wB97M-V/def2-TZVPD.

Geometry as XYZ:
```
56
C25H20N4O2PtS4 wB97M-V/def2-TZVPD
Pt 1.257 0.414 -0.183
C 4.214 -2.221 -6.553
C 4.216 -2.028 -5.058
C 3.639 -0.894 -4.486
C 3.607 -0.723 -3.113
C 4.164 -1.697 -2.290
C 4.738 -2.830 -2.838
C 4.765 -2.989 -4.220
S 4.062 -1.460 -0.523
O 4.566 -0.140 -0.282
O 4.777 -2.572 0.070
N 2.492 -1.496 -0.264
C 1.795 -2.676 -0.152
C 2.260 -3.978 -0.275
C 1.397 -5.074 -0.091
C 0.074 -4.920 0.213
C -0.455 -3.612 0.320
C -1.806 -3.342 0.630
C -2.239 -2.052 0.692
C -1.333 -1.010 0.428
N -0.071 -1.228 0.139
C 0.393 -2.507 0.112
H 4.186 -1.262 -7.073
H 3.340 -2.794 -6.874
H 5.102 -2.763 -6.883
H 3.203 -0.137 -5.129
H 3.141 0.144 -2.656
H 5.170 -3.570 -2.178
H 5.219 -3.877 -4.650
H 3.307 -4.156 -0.459
H 1.812 -6.072 -0.180
H -0.575 -5.772 0.378
H -2.478 -4.170 0.829
H -3.259 -1.809 0.956
H -1.633 0.027 0.457
S -0.030 0.187 9.224
C -0.461 -0.085 7.620
S 0.714 -0.292 6.376
C -0.540 -0.414 5.118
N -1.733 -0.308 5.650
N -1.676 -0.137 7.035
C -2.948 -0.004 7.651
C -4.017 0.424 6.861
C -5.280 0.555 7.412
C -5.506 0.256 8.749
C -4.445 -0.182 9.526
C -3.172 -0.316 8.990
S -0.124 -0.628 3.503
H -3.834 0.638 5.819
H -6.096 0.894 6.785
H -6.496 0.357 9.176
H -4.601 -0.430 10.569
H -2.353 -0.655 9.602
C 1.350 2.244 -0.395
H 1.190 2.796 -1.333
H 1.498 2.962 0.422
```

Results
F_max   0.64 eV/A
Gap between HOMO and LUMO   5.68 eV
Lowest unoccupied orbital energy   0.1497 Eh
Charge   -2
HOMO energy   -1.605 eV


No. 5
A molecular structure, C25H21BrIrN4PS3. Source: the Open Molecules 2025 dataset; level of theory: wB97M-V/def2-TZVPD.

Geometry as XYZ:
```
56
C25H21BrIrN4PS3 wB97M-V/def2-TZVPD
Ir -1.121 -0.564 0.874
S -1.723 0.044 3.030
C -0.191 0.903 2.946
N 0.466 1.363 3.913
N 1.604 2.055 3.646
C 2.533 2.325 4.645
C 2.358 1.869 5.949
C 3.331 2.136 6.901
C 4.475 2.850 6.575
C 4.637 3.309 5.275
C 3.673 3.055 4.314
N 0.142 0.938 1.567
N 0.772 -0.219 1.174
C 1.821 -0.164 0.247
C 2.434 1.036 -0.106
C 3.536 1.009 -0.942
C 4.024 -0.202 -1.419
C 3.388 -1.393 -1.085
C 2.285 -1.380 -0.251
H 1.814 2.310 2.696
H 1.464 1.318 6.201
H 3.189 1.777 7.912
H 5.226 3.053 7.326
H 5.522 3.872 5.006
H 3.798 3.423 3.301
H 2.025 1.970 0.256
H 4.013 1.937 -1.229
H 4.896 -0.218 -2.060
H 3.755 -2.334 -1.474
H 1.770 -2.293 0.020
S -4.376 1.767 -2.613
P -3.363 0.223 -2.040
S -2.810 0.620 -0.044
C -1.883 -0.088 -3.048
C -0.602 -0.215 -2.528
C 0.478 -0.472 -3.362
C 0.274 -0.600 -4.726
C -1.005 -0.471 -5.255
C -2.081 -0.214 -4.422
C -4.311 -1.316 -2.192
C -3.668 -2.550 -2.231
C -4.406 -3.710 -2.410
C -5.781 -3.638 -2.583
C -6.423 -2.408 -2.555
C -5.693 -1.247 -2.348
H -0.438 -0.108 -1.462
H 1.471 -0.573 -2.942
H 1.111 -0.802 -5.382
H -1.165 -0.573 -6.320
H -3.079 -0.104 -4.830
H -2.595 -2.607 -2.133
H -3.903 -4.669 -2.416
H -6.354 -4.542 -2.745
H -7.493 -2.348 -2.702
H -6.181 -0.282 -2.317
Br -1.638 -2.858 0.405
```

Results
F_max   1.55 eV/A
Gap between HOMO and LUMO (alpha / beta)   4.86 / 4.91 eV
Lowest unoccupied orbital energy (alpha / beta)   -0.1026 / -0.1009 Eh
Charge   0
HOMO energy (alpha / beta)   -7.656 / -7.655 eV


No. 6
A molecular structure, C25H21Cl5N3O2PdSi. Source: the Open Molecules 2025 dataset; level of theory: wB97M-V/def2-TZVPD.

Geometry as XYZ:
```
58
C25H21Cl5N3O2PdSi wB97M-V/def2-TZVPD
Pd 0.630 -0.181 0.412
Cl 3.278 -1.735 1.934
C 3.516 -0.090 1.405
C 2.461 0.558 0.763
C 2.787 1.826 0.249
Cl 1.580 2.748 -0.624
C 4.029 2.427 0.424
Cl 4.342 4.011 -0.194
C 5.028 1.756 1.121
Cl 6.564 2.506 1.384
C 4.772 0.482 1.604
Cl 6.015 -0.373 2.450
C -6.744 -2.367 -5.930
O -7.239 -3.324 -5.017
C -6.316 -4.008 -4.277
C -6.821 -4.859 -3.303
C -5.959 -5.598 -2.512
C -4.583 -5.473 -2.649
C -4.084 -4.641 -3.644
C -4.939 -3.913 -4.460
N -3.739 -6.354 -1.870
N -2.739 -5.947 -1.244
C -2.451 -4.572 -1.052
C -3.396 -3.585 -0.817
C -3.050 -2.283 -0.486
C -1.706 -1.877 -0.388
O -1.367 -0.697 -0.057
C -0.700 -2.895 -0.671
N 0.594 -2.493 -0.636
C 1.538 -3.391 -0.752
C 1.272 -4.762 -0.939
C -0.023 -5.176 -1.049
C -1.071 -4.230 -0.923
H -7.613 -1.870 -6.353
H -6.173 -2.837 -6.736
H -6.113 -1.627 -5.431
H -7.895 -4.934 -3.185
H -6.348 -6.279 -1.763
H -3.013 -4.546 -3.775
H -4.519 -3.274 -5.224
H -4.447 -3.848 -0.854
H -3.815 -1.551 -0.261
H 2.559 -3.026 -0.708
H 2.092 -5.465 -1.009
H -0.273 -6.216 -1.216
C 1.092 0.036 3.948
Si 0.088 0.605 2.463
C 0.126 2.487 2.526
C -1.677 0.071 2.821
H 0.524 0.301 4.849
H 2.066 0.531 4.003
H 1.258 -1.042 3.953
H -0.250 2.861 3.487
H -0.487 2.908 1.726
H 1.148 2.854 2.392
H -1.976 0.431 3.812
H -1.775 -1.018 2.804
H -2.361 0.473 2.071
```

Results
F_max   0.63 eV/A
Gap between HOMO and LUMO   6.93 eV
Lowest unoccupied orbital energy   0.0875 Eh
Charge   -1
HOMO energy   -4.545 eV


No. 7
A molecular structure, C25H21CrN3OS4. Source: the Open Molecules 2025 dataset; level of theory: wB97M-V/def2-TZVPD.

Geometry as XYZ:
```
55
C25H21CrN3OS4 wB97M-V/def2-TZVPD
Cr -0.545 -0.273 0.275
S -2.695 -0.409 1.171
C -3.605 0.156 -0.235
C -4.931 -0.244 -0.410
C -5.674 0.207 -1.487
C -5.124 1.076 -2.423
C -3.817 1.498 -2.267
C -3.070 1.023 -1.194
S -1.404 1.596 -0.952
C -0.532 1.101 -2.485
C 0.860 0.613 -2.173
C 1.881 0.705 -3.103
C 3.113 0.145 -2.810
C 3.307 -0.476 -1.586
C 2.261 -0.510 -0.686
C 2.400 -1.115 0.689
S 0.895 -2.030 1.168
C 0.924 -3.225 -0.153
C 1.866 -4.249 -0.079
C 1.970 -5.156 -1.115
C 1.121 -5.033 -2.212
C 0.174 -4.026 -2.268
C 0.045 -3.095 -1.230
S -1.257 -1.918 -1.261
N 1.064 0.018 -0.985
H -5.366 -0.924 0.312
H -6.699 -0.126 -1.602
H -5.712 1.429 -3.260
H -3.378 2.195 -2.972
H -0.501 1.937 -3.180
H -1.107 0.279 -2.915
H 1.699 1.194 -4.051
H 3.918 0.189 -3.533
H 4.255 -0.928 -1.328
H 2.557 -0.346 1.448
H 3.239 -1.805 0.727
H 2.507 -4.335 0.792
H 2.696 -5.958 -1.065
H 1.193 -5.740 -3.028
H -0.495 -3.948 -3.117
N 0.821 4.170 5.769
C 1.582 3.876 4.692
O 2.662 4.377 4.470
C 1.021 2.867 3.708
C 1.604 2.834 2.449
C 1.143 1.929 1.522
N 0.152 1.051 1.776
C -0.400 1.082 2.997
C 0.005 1.968 3.978
H 1.178 4.842 6.428
H -0.095 3.792 5.919
H 2.410 3.517 2.217
H 1.569 1.907 0.528
H -1.200 0.381 3.186
H -0.484 1.914 4.942
```

Results
2S+1   4
F_max   0.89 eV/A
Gap between HOMO and LUMO (alpha / beta)   6.91 / 6.58 eV
Lowest unoccupied orbital energy (alpha / beta)   -0.1157 / -0.1278 Eh
Charge   +1
HOMO energy (alpha / beta)   -10.063 / -10.056 eV


No. 8
A molecular structure, C25H21I2N3OSbSe4Tc. Source: the Open Molecules 2025 dataset; level of theory: wB97M-V/def2-TZVPD.

Geometry as XYZ:
```
58
C25H21I2N3OSbSe4Tc wB97M-V/def2-TZVPD
Tc 0.217 -0.384 0.288
I -4.062 -2.826 -5.683
C -3.004 -1.839 -4.196
C -2.554 -0.539 -4.416
C -1.836 0.090 -3.407
I -4.180 3.188 -4.362
C -1.507 -0.531 -2.203
O -0.757 0.154 -1.367
C -1.950 -1.852 -2.005
C -1.662 -2.609 -0.733
N -0.253 -2.457 -0.290
C 0.056 -3.342 0.854
C 1.184 -2.793 1.691
C 1.867 -3.591 2.591
C 2.870 -3.034 3.365
C 3.180 -1.692 3.201
C 2.474 -0.956 2.275
N 1.480 -1.489 1.545
C -2.702 -2.472 -2.995
H -2.806 -0.012 -5.327
H -1.876 -3.668 -0.900
H -2.304 -2.267 0.085
H 0.325 -2.739 -1.086
H 0.306 -4.349 0.510
H -0.844 -3.426 1.472
H 1.613 -4.639 2.678
H 3.409 -3.640 4.078
H 3.965 -1.220 3.772
H 2.685 0.090 2.099
H -3.038 -3.488 -2.836
Se 1.008 1.093 -4.523
Sb 0.033 -1.220 -5.567
Se 0.614 -2.688 -3.872
Se -0.980 1.809 -3.591
Se -2.035 2.696 -5.515
C -0.477 1.020 4.913
C -1.192 0.317 3.959
C -0.936 0.542 2.610
C 0.069 1.436 2.231
C 0.792 2.142 3.188
C 0.499 1.936 4.525
N 0.432 1.384 0.864
C 0.828 2.537 0.149
C 0.319 3.791 0.475
C 0.664 4.886 -0.300
C 1.513 4.736 -1.389
C 2.020 3.481 -1.708
C 1.675 2.379 -0.943
H -0.692 0.876 5.962
H -1.975 -0.364 4.257
H -1.579 0.102 1.841
H 1.577 2.823 2.888
H 1.044 2.488 5.278
H -0.354 3.905 1.314
H 0.269 5.861 -0.050
H 1.791 5.597 -1.979
H 2.697 3.365 -2.543
H 2.079 1.400 -1.177
```

Results
F_max   0.83 eV/A
Gap between HOMO and LUMO (alpha / beta)   6.30 / 6.30 eV
Lowest unoccupied orbital energy (alpha / beta)   -0.2559 / -0.2559 Eh
Charge   +2
HOMO energy (alpha / beta)   -13.268 / -13.263 eV


no.,calculated total energy (a.u.)
1,-3232.1356
2,-4355.3404
3,-2233.3990
4,-3046.2533
5,-5398.5109
6,-3998.4366
7,-3841.9368
8,-11726.4299